1.
Formula: C22H35BeNO3P2S
Source: OMol25
Level of theory: the ωB97M-V functional and the def2-TZVPD basis

XYZ file:
```
65
Properties=species:S:1:pos:R:3
C 4.499 0.154 -4.018
C 1.737 2.472 -2.038
H 1.744 -4.285 -1.692
C 2.543 -0.351 -1.562
H 5.468 -3.739 -2.669
C 5.164 -0.639 -3.146
H -1.193 -1.891 -3.542
H -0.248 1.884 0.235
C 3.837 -3.171 -3.880
H 1.663 -3.448 -0.069
H -5.139 -0.093 1.234
C 6.011 -1.796 -3.569
H 6.386 -1.589 -4.576
C -3.638 -1.251 4.088
C 5.317 -3.200 -3.622
H 3.653 0.554 -5.906
P 0.359 -2.292 -1.723
H -5.663 -0.673 3.643
H 6.866 -1.888 -2.881
H -3.878 -1.538 5.117
C 4.014 -1.617 -5.862
O -2.942 -1.068 -1.196
H 3.269 -3.909 -3.293
Be 0.402 -0.486 -0.678
C -2.034 -1.020 2.280
C 3.510 1.698 0.147
H 1.522 3.454 -1.588
H 0.891 2.182 -2.673
H 0.993 1.360 1.472
C 4.397 -0.142 -5.487
C 1.674 -1.217 -2.493
H 4.945 -2.143 -6.099
H 3.304 0.099 -2.188
H 5.855 -3.794 -4.381
H 1.291 -0.649 -3.361
C -4.649 -0.772 3.248
H -1.520 -1.761 4.222
H 3.352 2.593 0.765
H 1.116 2.990 0.677
H 4.097 1.147 -3.755
H 4.296 1.915 -0.581
H 3.824 0.874 0.796
C -3.058 -0.598 1.448
H 5.225 -0.408 -2.075
C 1.107 -3.746 -0.969
C -4.364 -0.454 1.909
S -2.451 -0.186 -0.164
O -2.474 1.243 -0.381
P 1.957 1.275 -0.713
O 0.332 -1.642 1.968
H 2.178 -2.387 -4.981
H 3.396 -1.548 -6.772
C 0.816 1.936 0.541
N -0.907 -0.655 0.313
H -0.341 -3.503 -3.678
H -1.665 -3.222 -2.439
C -0.821 -2.778 -2.998
H 5.339 0.084 -6.008
H 2.653 2.543 -2.635
H 0.269 -4.383 -0.636
C -2.327 -1.374 3.608
H 2.312 -2.017 -2.864
C -0.740 -1.165 1.585
C 3.262 -2.401 -4.837
H 3.079 -0.967 -0.825
```

* ΔE to the lowest compared entry with this formula, charge and spin: 88.7 kcal per mole
* HOMO-LUMO gap (alpha / beta): 4.7 / 4.7 eV
* spin multiplicity: 1

2.
Formula: C22H35BrClF11IrN5O7S4SiTe
Source: OMol25
Level of theory: the ωB97M-V functional and the def2-TZVPD basis

XYZ file:
```
89
Properties=species:S:1:pos:R:3
N -0.996 -1.773 -2.097
H 0.516 0.827 3.187
C -0.237 -0.822 -5.612
Ir 0.925 -0.520 -1.307
H 4.037 1.803 0.064
H -5.056 2.353 2.237
O 1.925 3.629 -1.295
N 0.550 -0.113 -3.551
C -1.117 -1.349 2.735
C 2.254 2.538 -0.880
F 0.958 -3.474 -2.905
O 3.907 -2.991 -0.389
F 4.795 -1.847 2.127
C -2.568 -0.170 4.405
O 1.945 1.417 -1.498
F 6.223 -0.771 -5.124
F 2.900 -4.851 -2.255
H -3.732 3.200 3.662
F 6.461 -2.245 0.795
F 5.233 0.634 -3.812
H -4.244 2.301 -0.199
H -2.189 2.897 4.462
N 2.284 1.343 -3.992
H 2.943 1.774 -4.621
H -0.461 1.543 4.480
O 3.176 -0.673 0.006
H -0.526 4.592 2.371
C -0.256 0.624 3.930
H -3.777 3.763 1.163
C -1.516 0.025 3.293
H -0.011 3.209 1.411
F 2.355 -4.743 0.212
C -3.966 0.696 1.294
Cl 2.433 1.717 1.774
C -2.018 3.057 2.275
H -6.026 0.919 1.916
H 2.267 1.529 -2.913
C -2.664 3.418 3.628
H -3.550 0.824 -0.851
Si -2.239 1.183 1.971
H -2.880 0.777 4.853
S -2.761 -3.535 -2.712
Te 1.968 -3.634 -1.243
H -0.842 -1.362 -6.323
H -2.308 3.628 0.178
H -1.950 -1.882 2.281
O 5.445 -3.019 -2.997
H -2.046 -3.980 -0.036
H -2.453 -2.685 -4.981
H -2.540 4.492 3.803
F 2.648 -2.116 -2.295
F 0.466 -4.827 -1.141
O 7.292 -1.407 -2.598
F 5.832 -0.205 1.169
C 5.340 -0.661 -4.138
C -4.122 -0.828 1.228
N -1.677 -3.072 -0.268
C 3.187 2.434 0.313
H -0.001 3.113 3.166
N 5.087 -0.958 -1.555
C -0.334 -0.865 -4.200
C 5.416 -1.460 1.024
H -0.317 -1.264 1.998
H -5.262 0.877 -0.405
H -3.463 -0.683 4.051
C -1.708 -2.726 -1.562
O 1.026 -2.403 -0.209
S 5.901 -1.698 -2.711
C -5.039 1.263 2.245
H -2.479 4.938 1.347
C -2.693 3.880 1.168
H -0.764 -2.872 0.149
C -4.259 1.217 -0.123
C -0.548 3.499 2.310
C 1.377 0.526 -4.400
H -4.906 0.935 3.278
Br -0.915 0.845 0.150
H 3.506 3.432 0.587
C -2.137 -2.569 -3.957
S 1.032 0.168 -6.099
H -5.101 -1.058 0.793
S 4.260 -1.520 -0.403
H -3.359 -1.283 0.596
H -4.084 -1.304 2.209
F 4.147 -1.068 -4.589
H 0.149 -0.101 4.642
H -2.131 -0.781 5.201
C -1.201 -1.712 -3.450
H -0.738 -1.958 3.562
```

* ΔE to the lowest compared entry with this formula, charge and spin: 0.0 kcal per mole
* HOMO-LUMO gap (alpha / beta): 7.5 / 4.9 eV
* spin multiplicity: 5

3.
Formula: C22H35BrCuO2P2
Source: OMol25
Level of theory: the ωB97M-V functional and the def2-TZVPD basis

XYZ file:
```
63
Properties=species:S:1:pos:R:3
H 1.849 0.029 -3.517
C 0.268 1.539 4.944
H -0.246 2.458 -0.506
C 0.904 -0.761 -0.673
C -0.052 -1.903 -1.177
H -1.925 -0.734 0.776
C -1.002 1.315 6.995
C -0.243 2.333 7.583
O -0.317 0.681 2.828
H -0.248 0.181 0.887
C -2.736 0.174 -1.075
H 0.513 -2.934 2.888
H 0.386 -2.840 -0.743
H -1.842 -3.060 -0.933
Br 2.097 3.640 4.387
O 1.896 0.743 3.419
H 1.760 3.344 -1.629
H -0.998 -4.257 -2.633
C 0.944 2.648 5.487
H 1.525 -0.402 -1.507
C 0.330 0.456 -0.003
C -0.766 0.937 5.672
H -0.106 -1.227 -4.974
H -1.352 0.153 5.186
H -3.782 0.452 -0.793
H 1.304 3.817 7.259
H -1.205 -0.547 -3.751
H -2.774 -0.128 -2.151
C 0.727 3.007 6.826
H -3.253 -1.600 0.046
H -0.621 2.874 -4.492
H -1.929 -3.010 -3.494
H -1.783 0.814 7.567
H 2.620 -1.854 -3.234
H -0.393 2.597 8.630
H 0.918 0.839 -4.796
H 1.504 -2.991 1.381
C -0.942 -3.477 -3.398
C -2.322 -1.076 -0.191
C -0.483 1.466 -0.942
H 2.287 -3.419 -2.438
H -2.450 2.197 -0.314
H 2.210 -3.527 2.974
H 2.663 2.171 -2.636
C 0.828 0.339 -3.805
H -1.787 1.721 -3.824
C -1.948 1.378 -0.854
H 1.698 3.434 -3.427
C 1.951 -2.724 -3.220
C -0.152 -0.839 -3.939
H -1.518 3.257 -2.979
C 1.736 2.759 -2.557
C -1.021 2.461 -3.553
C -1.470 -2.033 -0.845
H 1.183 1.020 0.420
H 1.987 -3.216 -4.201
H 1.603 -1.233 0.046
Cu 1.918 -1.023 2.769
P 0.261 -2.263 -2.893
C 1.522 -2.833 2.466
C 0.624 0.950 3.606
H -0.652 -3.910 -4.361
P 0.306 1.639 -2.587
```

* ΔE to the lowest compared entry with this formula, charge and spin: 78.3 kcal per mole
* HOMO-LUMO gap (alpha / beta): 4.8 / 4.7 eV
* spin multiplicity: 2

4.
Formula: C22H35ClCsN6O3
Source: OMol25
Level of theory: the ωB97M-V functional and the def2-TZVPD basis

XYZ file:
```
68
Properties=species:S:1:pos:R:3
C 3.109 -2.244 -0.495
H 1.085 -3.273 2.908
H 1.287 -2.029 4.993
H 1.642 -1.796 2.524
H -2.036 -0.994 4.749
C 3.355 -0.860 -0.825
H -1.368 3.381 -2.770
H 0.060 3.473 3.327
H 1.090 2.745 1.152
H -2.854 0.332 3.954
H -1.829 1.929 3.019
H -1.077 1.915 4.627
H -3.676 0.033 1.662
H -3.238 -1.264 0.746
H 1.511 2.428 -3.784
H -3.002 -1.568 -5.048
H 2.966 -0.483 -1.766
C 1.057 1.464 -5.634
H -4.393 3.201 -1.190
O -2.388 3.221 0.187
C 0.085 0.850 -3.446
H 0.094 -0.040 5.345
H 1.907 -2.719 -2.214
H -0.561 2.583 1.108
H 1.188 0.159 3.969
C -1.632 -1.036 -3.428
C -0.506 -0.337 -5.520
C 4.353 -1.782 1.598
C -2.402 3.383 -1.026
H -1.908 -2.166 2.499
H 2.164 -4.117 -1.018
C 3.705 -2.657 0.754
C 2.323 -3.078 -1.278
N -0.824 0.168 3.447
H -0.466 3.022 -1.441
H 1.725 2.092 -6.215
C 0.225 2.434 3.003
C 4.489 -0.438 1.257
H 0.430 0.267 -7.340
N -2.960 -0.665 1.513
C 0.327 0.439 -6.277
N -1.270 3.538 -1.779
H -1.749 -2.778 -4.734
H 4.141 1.045 -0.244
H -3.596 3.209 -2.681
H 4.767 -2.131 2.539
N 0.295 2.277 1.564
C -2.652 -1.402 2.734
H -3.529 -1.902 3.173
H -3.085 -2.575 -3.585
Cs -0.006 -0.610 -0.007
H -1.060 -1.119 -6.023
C -0.676 -0.171 -4.124
C 0.504 -1.828 4.247
H 1.177 2.125 3.438
O -1.896 -1.029 -2.229
C 4.005 0.005 0.029
C -2.416 -2.053 -4.265
Cl 5.304 0.681 2.354
H 3.604 -3.698 1.049
C -0.934 1.626 3.568
O 0.063 1.096 -2.209
H -0.386 -2.371 4.577
N -3.593 3.501 -1.718
N 0.843 -2.291 2.911
C 0.263 -0.326 4.289
C 0.938 1.661 -4.293
C -2.107 -0.454 3.796
```

* ΔE to the lowest compared entry with this formula, charge and spin: 16.4 kcal per mole
* HOMO-LUMO gap: 4.2 eV
* total charge: -1
* spin multiplicity: 1